The following is a quantum chemistry calculation of a molecular structure, C30H34Br2FMoN8O4STe in a non-equilibrium geometry, from the Open Molecules 2025 dataset.

Each line ends with the Mulliken spin population.
CARTESIAN COORDINATES (ANGSTROEM)
Te  -23.087  8.115  3.234  -0.057
Mo  -22.701  10.494  4.830  2.062
Br  -21.099  12.962  0.763  -0.001
Br  -26.556  14.349  0.260  -0.002
S  -22.616  12.445  6.354  -0.011
F  -16.394  11.349  2.867  0.000
O  -22.549  9.065  6.322  0.022
O  -20.721  10.247  4.838  -0.068
O  -22.163  9.340  8.457  -0.005
O  -22.269  11.531  3.311  -0.004
N  -25.367  13.633  8.847  0.001
N  -24.314  13.736  7.992  0.003
N  -12.081  11.958  5.111  0.000
N  -24.624  11.225  4.065  -0.057
N  -24.823  11.716  7.902  0.002
N  -14.387  10.742  4.766  0.001
N  -24.935  10.369  7.542  0.006
N  -18.036  9.430  7.771  0.012
C  -23.978  12.595  7.396  0.010
C  -19.355  9.331  7.962  0.004
C  -26.803  11.695  9.484  0.000
C  -21.413  8.292  1.903  0.011
C  -25.855  11.086  4.514  0.003
C  -24.460  11.989  2.931  0.015
C  -16.747  10.905  4.116  0.001
C  -16.784  10.422  9.665  0.001
C  -26.949  11.717  3.926  0.002
C  -15.735  10.561  5.051  0.000
C  -23.150  12.099  2.480  0.021
C  -17.557  9.896  6.545  -0.002
C  -12.390  11.623  3.670  0.000
C  -26.784  12.506  2.822  0.008
C  -22.848  12.812  1.383  -0.025
C  -25.173  13.442  1.162  -0.008
C  -18.064  10.719  4.365  0.009
C  -18.516  10.215  5.598  -0.001
C  -22.197  6.663  4.542  0.005
C  -25.505  12.648  2.289  -0.004
C  -20.326  9.538  7.018  0.031
C  -12.366  10.766  6.031  0.000
C  -16.191  10.078  6.284  -0.004
C  -23.888  13.522  0.714  0.006
C  -21.753  9.327  7.317  -0.004
C  -17.121  9.133  8.912  -0.002
C  -13.417  9.891  5.383  0.000
C  -19.907  10.010  5.797  0.022
C  -13.911  11.410  3.555  0.000
C  -25.683  12.378  8.789  -0.001
H  -27.559  11.338  8.787  0.000
H  -16.370  11.159  8.994  0.000
H  -27.950  11.537  4.319  0.001
H  -13.811  9.219  6.138  0.000
H  -19.663  9.034  8.957  0.000
H  -17.624  8.406  9.536  0.000
H  -17.686  10.857  10.065  0.000
H  -12.701  11.202  6.987  0.000
H  -21.592  9.131  1.242  0.000
H  -21.370  7.391  1.289  -0.001
H  -16.235  8.630  8.502  0.000
H  -26.431  10.850  10.064  0.000
H  -25.950  10.451  5.383  -0.001
H  -24.240  9.842  8.056  0.002
H  -12.013  12.452  3.080  0.000
H  -22.777  6.582  5.459  0.000
H  -14.105  10.831  2.636  0.000
H  -23.855  14.639  7.895  -0.001
H  -20.483  8.422  2.434  0.000
H  -18.771  10.954  3.578  -0.001
H  -11.108  12.233  5.183  0.000
H  -12.665  12.741  5.412  0.000
H  -11.408  10.236  6.176  0.000
H  -11.811  10.731  3.436  0.000
H  -16.097  10.242  10.493  0.000
H  -21.170  6.988  4.746  0.000
H  -15.510  9.866  7.079  0.000
H  -14.424  12.368  3.460  0.000
H  -25.867  10.097  7.827  0.000
H  -23.639  14.121  -0.131  0.000
H  -12.963  9.232  4.636  0.000
H  -27.299  12.403  10.145  0.000
H  -27.617  13.001  2.337  0.000
H  -22.195  5.697  4.024  -0.002

Computed properties:
2S+1 = 3
HOMO (alpha / beta) = -14.55 / -14.68 eV
gap between HOMO and LUMO (alpha / beta) = 6.142 / 6.740 eV
ΔE to the lowest compared entry with this formula, charge and spin = 0.0 kJ/mol
M = 1005.1 g mol⁻¹
net charge = +3
total energy = -7884.132703 Ha